DFT (wB97M-V/def2-TZVPD) results for a 2-piece molecular cluster, C12H27BNO2Si overall.

Properties
Kohn-Sham gap = 5.82 eV
DFT total energy = -993.0608 Eh
E_LUMO = 2.21 eV
Energy above the lowest of the compared OMol25 structures with the same formula, charge and spin = 3.7 kcal/mol
HOMO level = -3.610 eV

```
! RIJCOSX wB97M-V def2-TZVPD def2/J DEFGRID3
* xyz -1 1
C 5.684 -1.398 0.895
C 4.318 -1.444 0.249
O 4.040 -2.236 -0.632
O 3.492 -0.525 0.757
C 2.228 -0.304 0.070
C 1.913 1.180 0.117
C 0.503 1.421 -0.437
C -0.610 1.213 0.605
C -2.001 1.063 -0.033
B -3.192 0.834 1.101
Si -4.434 -0.660 0.643
C -3.521 -2.276 0.163
C -5.537 -0.266 -0.870
C -5.636 -1.092 2.067
H 6.404 -0.936 0.225
H 6.007 -2.422 1.068
H 5.643 -0.885 1.850
H 1.465 -0.865 0.603
H 2.296 -0.615 -0.966
H 2.013 1.569 1.128
H 2.636 1.672 -0.536
H 0.442 2.438 -0.824
H 0.300 0.730 -1.260
H -0.655 2.092 1.249
H -0.406 0.318 1.194
H -1.926 0.229 -0.743
H -2.207 1.983 -0.586
H -3.911 1.832 1.175
H -2.717 0.595 2.211
H -4.241 -3.016 -0.201
H -2.997 -2.705 1.015
H -2.825 -2.061 -0.647
H -4.934 0.100 -1.702
H -6.263 0.504 -0.609
H -6.072 -1.157 -1.215
H -5.168 -0.916 3.035
H -5.947 -2.139 2.010
H -6.546 -0.491 2.019
C 5.749 1.121 -2.468
C 4.802 2.203 -2.228
N 4.027 3.027 -2.043
H 6.678 1.318 -1.936
H 5.326 0.181 -2.116
H 5.956 1.041 -3.533
*
```